# C5H4

A structure of composition C5H4 in a non-equilibrium geometry (wB97M-V/def2-TZVPD, the Open Molecules 2025 dataset).

LUMO level, eV: 0.815
HOMO energy, eV: -8.78
Orbital gap, eV: 9.596
Relative energy (zero: lowest compared OMol25 entry of this formula, charge and spin), kJ/mol: 265.1

The geometry in XYZ format:
```
9
Properties=species:S:1:pos:R:3:forces:R:3:lowdin_charge:R:1
C -0.2990 0.7095 2.1333 -1.077 -0.070 -0.065 0.09
C -0.3380 0.0440 1.1137 -1.282 0.756 0.788 -0.24
C 0.1596 -0.7259 0.0198 1.281 0.231 0.922 -0.20
C 0.1465 -0.1382 -1.3234 0.418 0.313 -0.072 -0.13
C 0.1187 0.3390 -2.4338 0.003 -0.273 0.711 0.11
H -0.8316 1.1969 2.9049 0.052 0.368 0.412 0.02
H 0.9856 -0.3999 0.9734 0.511 -1.591 -3.352 0.20
H -0.0289 -1.8066 0.0241 0.082 0.475 0.281 0.12
H 0.0869 0.7813 -3.4119 0.011 -0.209 0.375 0.03
```
Forces are in eV/Å.

# C5H40NO13

A cluster of 14 separate species, C5H40NO13 in total in a non-equilibrium geometry (wB97M-V/def2-TZVPD, the Open Molecules 2025 dataset).

LUMO level (spin up / spin down), eV: -5.405 / -12.697
HOMO energy (spin up / spin down), eV: -16.11 / -16.11
Spin multiplicity: 2
Net charge: +2
<S²>: 0.75
Orbital gap (spin up / spin down), eV: 10.707 / 3.411
Relative energy (zero: lowest compared OMol25 entry of this formula, charge and spin), kJ/mol: 0.0

The geometry in XYZ format:
```
59
Properties=species:S:1:pos:R:3:forces:R:3:lowdin_spin:R:1
C 0.3367 -1.4188 1.3241 -1.081 1.702 -0.864 0.05
C -1.0840 -1.3840 0.8006 -0.764 0.933 1.170 0.20
C -1.0784 -1.7593 -0.7996 0.409 -0.204 -2.195 0.22
C -2.4732 -2.3097 -1.1748 -0.594 -0.973 1.102 0.09
C -0.8290 -0.6359 -1.6921 1.006 1.751 -0.747 0.17
N 1.0567 -0.1834 0.7514 1.249 -1.123 0.790 0.01
H 0.8210 -2.3371 1.0497 0.489 0.027 0.493 0.00
H 0.2800 -1.1959 2.4046 -0.067 -0.543 -0.058 0.03
H -1.4867 -0.3654 0.8914 -0.100 0.009 -0.538 0.01
H -1.8680 -1.9790 1.2659 0.597 -0.630 0.142 0.00
H -0.3176 -2.5500 -0.8158 0.228 0.353 -0.089 0.02
H -2.4965 -3.3354 -0.7739 -0.307 0.437 0.574 0.01
H -2.6504 -2.5044 -2.2321 0.443 0.832 -0.231 0.01
H -3.2380 -1.6566 -0.7533 -0.273 -0.347 -0.126 0.00
H 0.1832 -0.1883 -1.8906 0.136 -0.584 1.021 0.04
H -0.8499 -0.7849 -2.7966 -0.562 -0.713 -0.206 0.08
H -1.5357 0.2209 -1.6526 -0.196 -0.521 0.413 0.02
H 1.4453 0.3738 1.5653 -0.450 0.335 -0.399 0.00
H 1.9195 -0.4036 0.1719 -1.158 -0.143 0.592 0.00
H 0.4325 0.4651 0.2861 -0.057 0.205 -0.043 0.00
H -0.4417 1.1600 5.1572 0.381 0.036 0.460 0.00
H -1.4539 0.8224 4.1113 0.268 0.163 -0.265 0.00
O -0.4942 0.9407 4.2280 -0.639 -0.268 -0.360 0.00
H 3.0760 -1.3715 -2.8402 0.066 -0.344 -0.659 0.00
H 3.2314 -1.0949 -1.3794 1.011 -0.375 -0.391 0.00
O 3.7625 -1.1831 -2.2007 -0.898 -0.082 -0.072 0.00
H 3.3214 2.7630 -0.8341 0.907 -1.044 0.352 0.00
H 2.2771 3.7366 -0.7845 -0.513 0.066 0.973 0.00
O 2.6922 3.0810 -0.1919 -0.703 1.223 -1.150 0.00
H 4.1053 0.7083 -1.7319 -0.116 -0.308 1.483 0.00
H 4.8123 0.7315 -0.3673 0.895 -0.038 0.433 0.00
O 3.9477 0.7880 -0.7487 -0.543 0.680 -1.353 0.00
H 2.7583 -4.9823 -1.0967 -0.374 0.230 0.100 0.00
H 1.3163 -4.4903 -1.4581 0.687 -0.157 0.134 0.00
O 2.0046 -4.4643 -0.7635 -0.513 -0.183 -0.398 0.00
H 3.3588 -2.4088 0.7220 0.094 0.332 -0.184 0.00
H 2.2739 -2.9451 -0.2230 0.900 0.766 0.016 0.00
O 2.6628 -2.0747 0.1353 0.038 -1.557 -0.001 0.01
H 1.2840 2.6684 2.6024 -0.459 0.731 1.095 0.00
H 2.0194 2.4197 1.2881 0.297 0.302 -0.353 0.00
O 1.5520 1.9856 2.0178 0.302 -0.921 -0.656 0.00
H -1.0932 3.3604 0.7605 0.133 0.637 0.193 0.00
H -1.6924 4.3165 1.9029 0.119 -0.584 -0.483 0.00
O -1.7587 3.4458 1.4699 -0.279 -0.005 0.396 0.00
H -4.7227 -0.1747 0.9989 0.161 1.046 -0.191 0.00
H -4.0608 0.9419 1.8142 -0.349 0.232 0.265 0.00
O -4.3304 0.7238 0.9083 0.074 -1.389 -0.252 0.01
H -2.9719 2.0571 -0.6353 -0.195 -0.002 -0.528 0.00
H -3.0112 1.9407 -2.2149 -0.321 0.218 0.227 0.00
O -2.4462 2.1288 -1.4569 0.138 -0.397 0.328 0.02
H -0.7733 4.6839 -0.7296 0.831 -0.898 -0.033 0.00
H -1.1022 3.3085 -1.2479 0.474 -0.019 0.113 0.00
O -0.3811 3.7722 -0.7636 -0.981 1.067 -0.489 0.00
H -2.7200 2.1312 2.2410 0.029 0.497 0.993 0.00
H -3.0167 2.5078 3.7164 -0.168 0.059 -0.123 0.00
O -3.1682 1.8177 3.0625 0.348 -0.502 -0.437 0.00
H 0.2565 -2.8382 -3.7274 -0.690 0.227 0.024 0.00
H 1.4455 -3.5246 -4.2512 -0.219 -0.393 1.065 0.00
O 0.9132 -3.4572 -3.4196 0.859 0.155 -1.070 0.00
```
Forces are in eV/Å.

# C5H41N3O13

A structure of composition C5H41N3O13 in a non-equilibrium geometry (wB97M-V/def2-TZVPD, the Open Molecules 2025 dataset).

LUMO level, eV: -4.844
HOMO energy, eV: -13.50
Net charge: +2
Orbital gap, eV: 8.655
Relative energy (zero: lowest compared OMol25 entry of this formula, charge and spin), kJ/mol: 554.5

The geometry in XYZ format:
```
62
Properties=species:S:1:pos:R:3:forces:R:3:lowdin_charge:R:1
C -0.2565 -0.7309 -2.1595 -0.136 0.488 0.850 -0.04
C 0.2114 -1.5097 -0.9246 8.131 9.302 2.315 -0.33
C 0.3862 -0.6185 0.2837 1.378 0.490 1.128 -0.12
C -0.0602 -1.3712 1.5451 -1.236 0.855 -0.486 -0.13
N -0.2041 0.2841 4.7799 0.205 1.179 0.526 0.19
C 0.3087 -0.2959 3.7218 -1.770 -1.423 0.608 -0.19
N -0.3965 -0.4673 2.6389 0.410 0.270 -0.642 0.09
N 1.6180 -1.9598 -1.4197 -0.080 0.465 2.176 0.21
H -0.5200 -1.3476 -3.0059 0.317 -0.021 -0.308 0.06
H -1.1726 -0.2329 -1.8800 -0.043 0.597 -0.045 0.08
H 0.5221 -0.0500 -2.5001 -0.170 0.363 -0.013 0.10
H -0.2964 -2.4696 -0.8812 4.445 3.791 6.843 -0.22
H 1.4091 -0.3097 0.5425 0.336 -0.286 -0.562 0.10
H -0.0469 0.3825 0.2177 -0.850 -0.296 -0.085 0.11
H 0.6136 -2.1459 1.8699 0.527 -0.051 0.192 0.13
H -0.9898 -1.8740 1.2935 -0.236 -0.220 0.122 0.12
H -0.9782 0.9268 4.6482 -0.060 -0.137 -0.138 0.09
H 0.4159 0.5419 5.5304 0.166 -0.308 0.099 0.14
H 1.1363 -0.9149 3.9077 1.002 -0.523 -0.219 0.14
H -1.1743 0.1539 2.4434 -0.124 -0.065 0.228 0.13
H 2.2012 -1.1167 -1.5027 0.184 -0.740 -0.944 0.09
H 1.4469 -2.4585 -2.2567 0.301 0.024 -1.751 0.10
H 2.1817 -2.5961 -0.8485 -0.360 0.295 0.486 0.17
H 4.5615 -0.7949 0.7875 0.028 -0.087 0.036 0.06
H 4.0973 -0.0996 -0.4854 0.081 -0.308 0.074 0.03
O 3.8039 -0.7193 0.1988 -0.010 0.292 0.091 -0.05
H -3.3210 -1.0633 -3.9388 -0.333 0.325 -0.070 0.07
H -3.7399 -0.1568 -2.7292 -0.056 -0.015 -0.393 0.06
O -3.0953 -0.7999 -3.0419 0.160 -0.235 -0.057 -0.04
H 0.6215 -1.8310 -5.1420 -0.363 0.216 -0.067 0.06
H 1.9151 -2.5059 -4.8850 0.136 -0.023 0.173 0.07
O 1.2297 -2.0075 -4.4209 0.359 -0.409 -0.277 -0.04
H 4.0243 -1.1008 -3.4369 0.058 0.375 0.063 0.07
H 3.5994 0.2184 -2.6472 0.046 -0.041 -0.437 0.00
O 3.6931 -0.7477 -2.6049 0.287 -0.256 -0.001 -0.07
H 0.3550 2.8108 3.2513 -0.106 0.388 0.320 0.01
H 1.3252 3.5949 4.1962 -0.259 0.169 -0.042 0.07
O 1.1977 3.2974 3.2880 0.291 -0.196 -0.090 -0.04
H -1.7374 2.9507 0.1868 0.191 0.830 0.000 0.03
H -2.2917 1.6466 0.6318 0.013 -0.481 0.488 0.01
O -1.7357 2.3682 0.9548 -0.052 -0.139 -0.716 -0.04
H -1.4404 -2.4020 -2.0537 -0.777 0.033 -0.259 0.10
H -0.9165 -3.8661 -1.6093 -0.897 -1.204 -0.735 0.16
O -0.8754 -2.9158 -1.4732 -11.032 -13.714 -8.784 0.16
H -1.6750 2.5627 2.5979 -0.199 -0.056 0.091 0.02
H -1.8451 3.0216 4.0993 -0.107 -0.013 -0.189 0.09
O -1.4949 2.3192 3.5372 -0.005 0.385 0.065 -0.08
H 2.1017 1.8483 3.4657 -0.170 -0.732 0.000 0.02
H 3.1981 0.8957 3.0813 0.031 -0.414 0.063 0.06
O 2.3356 0.8766 3.5153 0.690 1.325 -0.308 -0.08
H -1.8618 5.4433 -0.8049 0.244 0.019 0.325 0.06
H -2.6421 4.7503 -1.8639 0.217 -0.424 0.261 0.06
O -2.0474 4.5529 -1.1192 -0.402 0.268 -0.511 -0.05
H -3.3114 -0.8932 0.6215 0.551 -0.357 -0.024 0.02
H -3.9932 0.3778 0.5603 0.023 0.463 0.484 0.07
O -3.1836 0.0127 0.9482 -0.682 -0.132 -0.503 -0.05
H 2.5592 2.1869 -3.0346 0.328 0.267 -1.083 0.07
H 2.2067 2.0038 -1.6560 0.505 -0.306 0.490 0.07
O 2.9286 1.7691 -2.2621 -0.916 0.435 0.656 -0.02
H -3.1107 -3.0650 -0.6614 -0.234 -1.907 -0.235 0.03
H -4.2804 -2.1249 -1.3232 -0.083 -1.014 -0.346 0.06
O -3.5104 -2.2343 -0.7721 0.103 2.628 1.065 -0.02
```
Forces are in eV/Å.

# C5H41NO15

A cluster of 15 separate species, C5H41NO15 in total in a non-equilibrium geometry (wB97M-V/def2-TZVPD, the Open Molecules 2025 dataset).

LUMO level, eV: -0.117
HOMO energy, eV: -8.96
Orbital gap, eV: 8.846
Relative energy (zero: lowest compared OMol25 entry of this formula, charge and spin), kJ/mol: 616.6

The geometry in XYZ format:
```
62
Properties=species:S:1:pos:R:3:forces:R:3:lowdin_charge:R:1
C 2.7363 1.1492 -1.6257 1.034 -1.642 0.806 -0.08
C 1.7001 0.0679 -1.0684 1.240 2.129 -2.677 -0.20
N 1.5375 -0.9691 -2.1442 -2.236 -0.286 1.040 -0.24
C 2.6323 -1.5269 -2.8683 2.090 -1.307 -1.438 -0.15
C 0.7759 -2.1113 -1.5266 1.109 -2.175 0.518 -0.18
C -0.7274 -2.0878 -1.8864 0.887 1.026 5.054 -0.07
O -1.1222 -1.1802 -0.6377 -1.405 -0.836 -1.747 -0.17
H 3.0642 1.9752 -0.9599 -0.623 -0.674 -0.014 0.07
H 2.3794 1.5981 -2.5372 -0.175 0.125 -0.456 0.05
H 3.6665 0.5470 -1.8538 -0.803 1.003 0.082 0.07
H 0.7115 0.6743 -0.9835 1.611 -2.045 0.619 0.11
H 2.2131 -0.4629 -0.2615 -0.885 0.605 0.828 0.10
H 3.3059 -2.1465 -2.2485 -0.381 -0.301 0.080 0.08
H 2.3612 -2.1592 -3.8019 -0.293 0.847 1.764 0.12
H 3.3774 -0.8744 -3.3179 -0.479 0.970 0.084 0.06
H 1.2890 -3.0749 -1.8814 -0.934 1.213 0.267 0.13
H 0.9375 -2.1973 -0.3418 -0.316 0.440 -2.926 0.11
H -1.3152 -3.0169 -1.8360 0.511 0.325 -0.043 0.11
H -0.7785 -1.5479 -2.7676 -0.791 1.029 -1.736 0.06
H -2.0856 -0.9060 -0.5988 1.401 -0.714 -0.481 0.05
H -1.3907 2.3467 -1.5572 2.178 3.480 -0.589 -0.03
H -1.5988 1.0445 -2.1799 0.579 -0.773 -0.924 0.02
O -1.8341 1.5738 -1.4298 -2.419 -2.986 1.438 -0.02
H -0.4105 0.9018 1.5909 -0.864 -0.358 0.054 -0.01
H -0.0653 1.8201 0.3832 0.229 -0.562 1.646 0.05
O 0.1808 1.6030 1.3255 0.677 1.309 -1.561 -0.07
H 0.4280 3.3798 2.2767 0.163 -1.155 -0.158 -0.03
H -0.1449 4.7117 2.2434 0.200 0.369 0.323 0.03
O 0.6072 4.2455 2.6339 -0.389 0.644 -0.198 -0.07
H -4.8593 0.9013 1.3240 1.446 -3.578 1.834 0.16
H -4.6317 -0.6770 1.4221 -1.195 -3.275 -2.505 -0.01
O -4.4377 0.0761 1.8731 -1.404 6.572 0.361 -0.03
H 2.6911 -1.6971 4.0804 -0.747 -0.676 0.182 0.07
H 2.9771 -0.6398 3.1426 -2.423 -1.165 -0.383 0.08
O 2.2270 -1.3548 3.3017 3.318 2.066 0.559 -0.10
H -1.7515 -4.6923 1.0954 0.368 0.643 1.099 0.06
H -1.0208 -3.8219 2.1167 5.660 3.495 0.396 -0.12
O -1.7388 -4.3026 1.9960 -6.133 -4.210 -1.524 -0.02
H -3.7221 2.8886 1.5210 -3.596 -0.910 -0.084 -0.03
H -2.3880 2.3875 1.9627 0.455 -0.747 0.387 0.00
O -2.8535 3.1219 1.5785 3.303 1.781 -0.381 0.01
H 0.2214 -2.0719 1.1340 0.780 -2.112 2.038 0.06
H 0.9788 -2.1941 2.5727 -0.769 -1.683 -2.307 0.05
O 0.5932 -2.7952 1.7967 -0.318 3.803 0.173 -0.16
H 3.8153 1.9608 2.8672 0.207 -1.851 1.007 0.10
H 2.4996 1.4861 3.0873 -0.293 -0.897 0.515 0.05
O 3.3923 1.1531 3.3096 0.021 2.777 -1.599 -0.09
H 4.1953 -1.8126 0.6704 0.377 2.403 0.209 -0.01
H 3.1676 -2.8166 1.2161 -0.899 0.259 0.606 0.00
O 3.9463 -2.6967 0.6941 0.388 -2.626 -0.808 -0.02
H 0.6367 0.4418 -3.4644 -0.766 -0.193 -0.360 0.04
H -0.3836 1.0019 -4.6005 0.464 -0.104 0.312 0.06
O -0.3001 0.6275 -3.7133 -0.006 0.145 0.099 -0.06
H -1.6659 -0.5131 2.6449 -0.567 1.300 -0.329 0.09
H -2.8947 0.1418 1.9750 -0.921 -0.105 -0.167 -0.05
O -2.0307 0.3564 2.3265 2.499 -1.284 0.956 -0.08
H -3.6018 0.6438 -1.0241 -1.005 -1.425 -0.656 0.05
H -4.5215 -0.5074 -1.8130 0.576 0.794 0.335 0.06
O -4.1984 -0.1670 -0.9600 0.642 0.747 0.244 -0.08
H -2.1358 4.4390 -0.8065 0.553 0.904 -1.345 0.07
H -2.5357 3.4717 -1.6691 -1.522 -2.022 -1.007 -0.03
O -2.1006 4.2833 -1.7976 0.593 1.476 2.485 -0.05
```
Forces are in eV/Å.